(1)
Formula: C4H4N2O
Source: the Open Molecules 2025 dataset
Level of theory: wB97M-V/def2-TZVPD

As for the SMILES: N=C=C/N=C\C=O. The calculation puts the total energy at -339.4788 Eh. The value obtained for the LUMO energy is -0.5 eV.

```
11
Properties=species:S:1:pos:R:3:forces:R:3
N 2.1165 0.3725 0.8657 -0.4 -0.5 -0.3
C 1.3920 -0.4544 0.3448 0.3 0.3 0.2
C 0.5760 -1.4057 -0.0906 0.2 0.0 0.0
N -0.8148 -1.3287 -0.1713 0.0 0.4 -0.1
C -1.4801 -0.2395 -0.1712 0.0 -0.1 0.1
C -1.0131 1.1814 -0.1663 0.4 0.2 -0.1
O -0.0045 1.6056 -0.6888 -0.5 -0.2 0.2
H 2.4943 1.0870 0.2411 0.0 0.0 0.0
H 1.0169 -2.3637 -0.3380 -0.1 0.1 0.0
H -2.5703 -0.3228 -0.1758 0.1 -0.1 0.0
H -1.7128 1.8683 0.3504 0.0 0.0 -0.2
```
Positions in Å, forces in eV/Å.

(2)
Formula: C17H46AsF6O16S6
Source: the Open Molecules 2025 dataset
Level of theory: wB97M-V/def2-TZVPD

The calculation puts the total energy at -7103.2378 Eh. The value obtained for the LUMO energy is 1.7 eV. Its charge is -1.

```
92
Properties=species:S:1:pos:R:3:forces:R:3
As -1.1998 -0.8905 0.8920 1.3 0.9 -0.3
F -1.6094 0.5876 1.7982 0.4 -1.0 -0.5
F -0.1793 0.1606 -0.2445 -1.2 -0.8 1.3
F -0.6955 -2.2077 -0.1384 -0.4 -0.1 0.4
F -2.1831 -1.8825 1.9725 0.8 0.5 -0.6
F -2.6175 -0.6857 -0.1028 0.3 0.2 0.1
F 0.2515 -1.1904 1.8959 -1.2 0.4 -0.6
O 6.0197 0.4099 0.5018 0.6 -0.6 -1.2
S 6.2785 0.5107 -0.9124 -0.7 -1.5 -0.3
O 7.4466 1.1771 -1.4100 -0.2 -0.1 0.2
O 6.2343 -1.0149 -1.6274 0.2 1.3 1.3
C 6.5124 -0.9812 -3.0372 0.4 1.3 0.2
C 5.9570 -2.1662 -3.7241 -0.3 -1.1 -1.1
C 4.7940 1.1576 -1.6497 1.3 0.2 -0.4
H 7.5852 -0.9284 -3.2226 0.1 -0.1 0.5
H 6.1303 -0.0445 -3.4428 -0.1 -0.1 -0.2
H 6.6630 -2.3975 -4.5217 0.1 -0.4 0.1
H 5.0219 -2.0638 -4.2748 -0.3 0.5 0.4
H 5.8414 -3.0278 -3.0665 0.3 0.0 0.0
H 4.1116 0.3229 -1.8104 -0.3 0.4 0.7
H 5.1064 1.5276 -2.6262 -0.2 0.3 0.1
H 4.5856 1.9757 -0.9602 -0.9 -0.2 -0.3
O 0.7615 -2.0297 -6.9528 -1.4 0.1 1.2
S -0.2089 -1.2686 -6.1913 -0.9 1.0 0.6
O -0.8754 -0.1513 -6.8908 1.2 -2.0 1.5
O -1.3838 -2.3073 -5.4891 2.4 1.0 -0.7
C -2.3975 -1.7325 -4.6314 -1.6 0.3 -0.4
C -3.4388 -1.0812 -5.5424 -0.1 0.4 0.1
C 0.5345 -0.6495 -4.6097 -1.2 0.6 -0.3
H -2.1420 -1.0477 -3.8228 1.2 0.2 -0.4
H -2.8504 -2.5445 -4.0624 0.3 -0.5 -0.4
H -4.2429 -1.7610 -5.8244 0.2 -0.1 -0.1
H -2.9047 -0.6991 -6.4124 -0.4 -0.2 0.0
H -3.8973 -0.2050 -5.0841 -0.1 -0.1 0.2
H -0.1503 0.1069 -4.2264 -0.3 0.1 -0.4
H 1.4608 -0.0952 -4.7612 0.1 -0.7 -0.3
H 0.4982 -1.3717 -3.7941 0.6 -0.5 -0.5
O 1.7785 5.2156 0.2418 -0.8 1.2 2.8
S 1.2035 5.7114 1.5204 -1.5 -0.4 -1.8
O 1.8265 6.8335 2.2533 -1.8 -2.5 -1.6
O -0.4444 6.0424 1.1881 1.7 0.6 1.3
C -1.1332 5.2316 0.2200 0.8 0.5 -1.6
C -2.3663 5.9628 -0.3066 -0.1 0.9 0.1
C 0.8468 4.2586 2.5617 1.7 0.0 -0.4
H -1.3250 4.1995 0.5136 -0.2 0.2 0.7
H -0.4252 5.1542 -0.6051 -0.1 -0.2 -0.2
H -2.6954 5.5940 -1.2780 -0.1 -0.8 0.3
H -2.1814 7.0015 -0.5806 0.8 0.2 0.3
H -3.2009 6.0705 0.3863 0.0 -0.6 0.1
H 0.4132 3.4266 2.0068 -0.6 0.6 -0.4
H 0.3264 4.4597 3.4981 0.2 0.3 -0.3
H 1.8615 3.8781 2.6785 0.1 0.0 0.8
O -8.6307 3.3776 1.5869 1.3 1.0 1.3
S -7.3462 3.4571 2.2761 0.4 -3.5 -0.5
O -6.5704 4.6541 2.4394 -0.7 0.1 -0.2
O -7.4459 2.7246 3.7606 -0.7 0.4 -1.8
C -7.6345 3.5577 4.8766 -0.2 -0.4 2.5
C -8.8409 4.4725 4.8928 -0.4 -0.1 -1.3
C -6.3301 2.0485 1.4858 -0.6 2.9 0.7
H -6.6592 3.9735 5.1295 -0.2 0.8 -0.2
H -7.8328 2.9170 5.7359 0.3 -0.8 -0.2
H -8.6511 5.2147 4.1175 -0.5 0.8 0.6
H -9.2164 4.7658 5.8732 1.2 0.8 0.2
H -9.7709 3.9706 4.6258 0.3 -0.7 -0.8
H -6.7323 2.1200 0.4753 -0.1 -0.9 0.1
H -6.4551 1.1769 2.1283 -0.1 0.0 -0.6
H -5.3185 2.4529 1.4525 0.1 -0.4 0.3
O 3.0385 -8.0612 -3.7460 -1.7 0.3 1.3
S 1.7320 -7.5045 -3.3656 2.8 0.9 -1.0
O 0.5487 -8.2073 -3.7183 -0.3 0.0 0.7
O 1.6882 -7.0949 -1.7663 -1.1 -0.8 -3.0
C 2.8461 -6.5243 -1.1767 -0.9 -1.0 2.4
C 2.3791 -6.3665 0.2936 1.2 0.8 -0.1
C 1.7720 -5.8803 -4.1359 -0.2 0.3 0.9
H 3.1152 -5.5331 -1.5418 0.1 -0.3 -0.5
H 3.6067 -7.3042 -1.2117 0.5 0.6 -0.3
H 2.0622 -7.2591 0.8329 -0.1 -0.2 -0.6
H 1.6258 -5.5866 0.4053 0.0 -0.1 -0.2
H 3.2782 -6.0207 0.8035 0.0 0.2 0.4
H 1.1339 -5.2324 -3.5349 -0.3 0.0 -0.3
H 1.4722 -5.8936 -5.1838 -0.1 -0.3 0.2
H 2.7885 -5.4989 -4.0389 0.0 -0.2 -0.1
C 1.6890 -0.8101 6.5069 -0.5 0.0 1.0
S 2.1739 0.5626 7.7312 0.4 -1.3 1.4
O 1.6200 0.3405 9.1542 0.8 0.0 -2.5
C 3.9632 0.0842 7.8588 -0.3 -1.2 0.7
H 0.6168 -0.6691 6.3707 0.1 0.6 -0.7
H 1.6728 -1.8578 6.8074 0.7 0.1 1.0
H 2.3104 -0.7908 5.6116 -0.3 0.7 -0.1
H 3.9872 -0.9536 8.1912 -0.4 -0.5 -0.6
H 4.4533 0.4642 8.7551 -0.3 1.2 -0.3
H 4.5585 0.1626 6.9491 -0.3 0.4 0.0
```
Positions in Å, forces in eV/Å.

(3)
Formula: C36H90O18
Source: the Open Molecules 2025 dataset
Level of theory: wB97M-V/def2-TZVPD

As for the SMILES: COCCOC.COCCOC.COCCOC.COCCOC.COCCOC.COCCOC.COCCOC.COCCOC.COCCOC. The calculation puts the total energy at -2779.4364 Eh. The value obtained for the LUMO energy is 0.4 eV.

```
144
Properties=species:S:1:pos:R:3:forces:R:3
C 1.2275 8.3999 0.6434 0.5 -0.8 -0.2
O 0.8269 7.1661 0.0823 0.0 -0.1 -0.2
C 1.2014 6.0118 0.7723 1.8 -0.4 -0.5
C 0.6799 4.8042 0.0190 0.8 0.0 -1.0
O 1.3601 4.4127 -1.2175 -0.7 0.2 1.6
C 0.6311 3.3271 -1.8461 1.3 0.7 1.1
H 0.6976 8.5785 1.5757 -0.2 0.3 0.2
H 0.9467 9.0929 -0.1428 0.2 0.5 0.3
H 2.3237 8.4165 0.8595 -0.6 0.1 -0.3
H 0.7938 5.9790 1.7715 -0.6 0.0 0.5
H 2.3081 5.9630 0.9391 -0.5 0.1 -0.4
H -0.2906 5.1641 -0.2970 -0.9 -0.6 0.2
H 0.7195 3.9365 0.6866 -0.6 0.0 0.0
H 0.7441 2.3564 -1.2732 -0.2 1.0 -0.6
H 1.1823 3.3330 -2.7754 -0.5 -0.8 -0.6
H -0.4203 3.6192 -1.9496 0.1 -0.3 -0.2
C -6.3881 0.4777 0.1526 -1.7 -2.1 0.4
O -6.0806 0.9428 -1.1265 -0.9 0.4 -0.1
C -4.7302 1.1220 -1.2579 1.7 -0.3 -0.1
C -4.2368 1.5966 -2.6111 0.8 1.2 0.8
O -4.5735 0.7401 -3.6095 -0.4 -1.5 -1.8
C -4.2577 1.2945 -4.8713 0.5 -0.5 -0.7
H -7.4879 0.5748 0.2279 0.6 0.0 0.2
H -5.9239 0.9729 0.9882 0.4 0.8 0.1
H -6.1686 -0.6376 0.3425 0.0 1.3 -0.8
H -4.2463 0.1508 -1.0650 0.3 0.0 0.0
H -4.3839 1.8131 -0.4851 0.3 0.2 0.0
H -3.1184 1.6407 -2.5824 -0.5 0.3 0.4
H -4.5888 2.6012 -2.8943 -0.1 0.1 0.5
H -4.9654 2.1182 -5.0671 0.6 0.0 -0.1
H -4.3454 0.5414 -5.6940 -0.3 0.3 0.9
H -3.1756 1.5894 -4.9301 -0.9 0.2 0.3
C -2.4507 -1.8261 -5.5163 -2.1 -0.5 -0.1
O -1.6747 -1.1026 -4.6679 2.7 1.5 0.5
C -0.4506 -0.5118 -5.2602 -1.5 0.3 0.2
C 0.7191 -1.4174 -5.5400 0.5 0.7 1.1
O 1.4487 -1.7063 -4.3351 -0.4 0.0 -0.6
C 2.3332 -2.8235 -4.5467 -0.7 1.6 -0.3
H -2.2233 -2.8694 -5.5008 0.2 -1.0 0.1
H -2.4460 -1.5244 -6.5394 0.4 0.6 -1.0
H -3.5148 -1.7018 -5.2208 0.5 -0.2 0.1
H -0.1054 0.1809 -4.5105 -0.1 0.5 0.3
H -0.7887 0.0511 -6.1669 0.5 -0.5 0.5
H 1.4303 -0.9479 -6.2234 -0.2 0.2 -0.3
H 0.3410 -2.2862 -5.9951 -0.3 -1.6 -0.6
H 2.8898 -2.6520 -5.4969 -0.2 -0.6 0.6
H 1.6998 -3.6882 -4.5066 0.1 -0.9 -0.5
H 2.9843 -2.8251 -3.6994 0.7 -0.1 0.4
C 5.1726 -3.4182 -1.4191 -0.1 1.3 0.3
O 4.9802 -2.1310 -2.0338 0.4 -1.7 -0.2
C 4.3219 -1.2599 -1.1791 0.0 1.5 -0.6
C 4.0457 0.0661 -1.9412 0.4 -0.6 0.4
O 5.2022 0.8720 -2.1920 -1.2 -0.7 0.7
C 5.9095 0.3523 -3.2588 1.6 -0.6 -0.1
H 5.7459 -4.0485 -2.0984 -0.4 0.0 0.0
H 4.1829 -3.7855 -1.1255 0.1 -0.5 -0.3
H 5.7405 -3.2932 -0.4851 0.1 -0.1 -0.1
H 5.0006 -0.9605 -0.3596 -0.5 -0.4 0.2
H 3.3515 -1.6701 -0.8038 0.7 0.2 -0.1
H 3.4885 0.5968 -1.1809 -0.7 0.5 -0.5
H 3.5597 -0.1128 -2.9361 -0.2 0.1 1.0
H 5.3186 0.0706 -4.1172 -0.6 0.7 -0.6
H 6.4036 -0.5925 -3.0552 0.2 -0.2 0.6
H 6.7048 1.0522 -3.4437 0.1 0.4 -0.7
C -0.7180 -7.1070 3.8921 1.2 0.6 0.5
O -0.8510 -5.7030 3.6932 1.7 -0.1 0.6
C 0.3825 -5.0846 4.1616 -1.2 -0.4 0.4
C 0.3157 -3.6066 3.9734 2.1 1.3 1.7
O -0.5179 -3.1143 5.0353 -0.4 -0.4 -0.6
C -0.9624 -1.7741 5.0098 -0.8 -0.8 0.1
H -0.6718 -7.3275 4.9670 0.2 0.0 0.0
H 0.2332 -7.5005 3.4144 -1.2 0.2 0.3
H -1.6141 -7.5600 3.5596 -0.7 -0.6 -0.8
H 1.2312 -5.4860 3.6011 0.0 -0.1 0.0
H 0.5364 -5.2490 5.2726 -0.2 -0.1 -1.1
H 0.0445 -3.3152 2.9330 -0.1 0.1 0.8
H 1.4359 -3.2652 4.2621 -2.1 -0.3 -1.1
H -1.6270 -1.5962 5.8694 0.3 -0.4 0.0
H -1.6117 -1.5872 4.1416 0.6 0.3 -0.2
H -0.1259 -1.1169 5.1377 0.5 0.7 -0.4
C 3.9468 0.4379 4.9011 -0.3 1.7 -0.4
O 5.1761 0.4799 5.5757 -1.3 -0.9 0.3
C 6.0745 1.4169 5.1278 0.8 0.0 0.2
C 6.6902 1.0879 3.8073 1.7 1.4 1.1
O 5.8365 1.5026 2.8078 0.1 -0.4 -1.6
C 6.2095 0.9384 1.5502 -1.0 -0.2 -0.4
H 3.4418 1.4573 4.9785 0.4 -1.1 -0.2
H 3.3654 -0.3039 5.3732 -0.8 -0.7 0.9
H 4.0003 0.1380 3.8550 0.3 0.3 -0.2
H 6.8576 1.3007 5.8619 0.5 0.6 0.3
H 5.6879 2.4560 5.0987 0.0 -0.4 0.1
H 7.0483 0.0609 3.7710 -0.5 -0.5 -0.2
H 7.6514 1.6785 3.8540 -0.5 -0.2 -0.7
H 6.0804 -0.1538 1.5769 0.4 0.1 0.2
H 7.2291 1.1962 1.2422 -0.1 0.1 0.1
H 5.4703 1.2502 0.7873 0.7 0.2 0.4
C -1.1979 1.5925 4.8347 -1.4 1.5 0.3
O -1.5479 2.5613 3.8454 0.4 -0.4 1.5
C -1.6687 1.9830 2.6050 -0.5 -3.0 -0.4
C -2.3163 2.9718 1.7515 -0.5 0.8 -2.2
O -3.6518 3.2640 2.0799 -0.8 0.1 0.8
C -3.8427 4.3064 3.0646 2.7 -1.3 0.4
H -0.2677 1.1796 4.5913 1.7 -0.6 -0.1
H -1.9139 0.7743 4.9013 -0.3 0.0 -0.2
H -1.2001 2.1362 5.7831 0.3 -0.3 -0.1
H -2.3672 1.0786 2.6688 0.7 0.7 0.0
H -0.6998 1.5758 2.1822 -0.8 0.7 0.3
H -2.3404 2.6457 0.6649 0.3 0.4 1.2
H -1.7259 3.8676 1.8872 0.3 0.7 -0.5
H -4.8585 4.5048 3.1693 -1.8 0.4 -0.3
H -3.2650 5.1730 2.7205 -0.3 0.1 0.3
H -3.4775 3.9962 4.0883 -0.2 0.3 -1.1
C -6.2689 -1.4422 -2.9785 -1.3 -1.1 -0.1
O -6.7283 -2.7800 -2.9150 -0.2 -0.2 0.4
C -5.7991 -3.7026 -3.3745 -0.3 -1.2 0.4
C -4.4737 -3.7566 -2.6301 -1.0 0.5 0.0
O -4.7511 -3.8817 -1.2719 0.0 -0.4 0.3
C -3.6243 -3.8483 -0.4494 1.5 0.4 -0.9
H -5.5249 -1.2658 -2.2304 0.5 0.3 0.4
H -7.1787 -0.8637 -2.7635 0.7 0.3 -0.4
H -5.8555 -1.3600 -3.9723 0.1 1.0 -0.4
H -5.5484 -3.5714 -4.4104 0.1 0.4 -1.0
H -6.3513 -4.6538 -3.3253 0.5 0.0 0.2
H -3.9332 -2.8406 -2.7770 0.5 0.8 -0.3
H -3.8454 -4.5371 -3.0456 0.1 -0.6 0.1
H -2.7552 -4.4357 -0.8612 -0.9 0.0 0.3
H -3.9604 -4.2382 0.4772 0.1 -0.3 1.0
H -3.1709 -2.8355 -0.3139 -0.7 -0.3 -0.1
C -1.0040 -0.3462 -1.0858 -1.1 0.4 0.0
O -0.0381 0.0791 -0.1293 -0.5 0.4 0.0
C 0.5218 -0.9422 0.6343 0.6 0.2 0.7
C 1.4065 -0.4874 1.7840 0.8 1.2 -0.6
O 2.7230 0.0047 1.3578 -0.9 -0.3 0.2
C 2.7535 1.4113 1.1979 0.4 0.1 -1.4
H -0.5901 -0.9434 -1.8966 0.4 0.1 -0.2
H -1.4863 0.5821 -1.4782 0.6 -0.7 0.1
H -1.8611 -0.9602 -0.6968 0.8 0.4 0.4
H 1.2028 -1.5259 0.0819 0.7 -1.1 -1.4
H -0.2274 -1.6082 1.0186 -0.7 -0.4 0.4
H 1.6350 -1.3275 2.4271 -0.2 -0.3 0.1
H 0.9058 0.2989 2.3491 0.1 0.0 0.3
H 3.7601 1.8383 1.1986 0.0 -0.6 0.8
H 2.1413 1.8575 1.9444 -0.4 0.7 0.7
H 2.4410 1.7353 0.1951 -0.7 -0.2 0.1
```
Positions in Å, forces in eV/Å.

(4)
Formula: C4H14N3
Source: the Open Molecules 2025 dataset
Level of theory: wB97M-V/def2-TZVPD

The calculation puts the total energy at -324.7868 Eh. The value obtained for the LUMO energy is -3.1 eV. Its charge is +1.

```
21
Properties=species:S:1:pos:R:3:forces:R:3
C 1.1446 -2.6810 0.5423 0.1 -1.4 0.9
C -0.3812 -2.5729 -1.2115 -0.6 -0.6 1.4
N -0.2138 -2.3828 0.0532 0.7 0.6 -2.0
H 1.4164 -2.0544 1.3734 -0.3 0.5 0.6
H 2.0044 -2.5249 -0.1356 -0.8 -0.6 -0.3
H 1.1125 -3.7171 1.0060 0.3 1.1 -0.8
H -1.3606 -2.4024 -1.7107 0.7 0.1 0.5
H 0.3874 -3.0957 -1.7690 0.2 0.2 -0.4
N -0.8434 0.1761 0.7781 -1.8 1.5 -0.2
C -0.1506 1.0062 -0.2282 0.2 0.8 -0.6
C -0.1822 2.4493 0.2793 -0.4 0.3 -0.2
N -0.0577 3.4881 -0.7590 1.0 -1.0 0.1
H -0.5352 0.3644 1.7032 0.5 0.4 1.2
H -1.8722 0.3734 0.7711 1.0 -0.2 0.0
H -0.7091 -0.8043 0.6103 0.1 -2.1 -0.4
H 0.8666 0.6504 -0.3628 0.0 -0.3 0.0
H -0.7043 0.8768 -1.1480 0.0 0.1 -0.3
H -1.1934 2.5309 0.6827 0.1 0.5 0.4
H 0.5578 2.4706 1.1000 -0.3 0.4 -0.1
H -0.1696 4.4390 -0.3993 0.1 -0.6 0.0
H 0.8834 3.4105 -1.1754 -0.7 0.4 0.2
```
Positions in Å, forces in eV/Å.

Question: Which formula does entry 3 have?
Answer: C36H90O18